ORCA calculation (ωB97M-V/def2-TZVPD) on a 9-piece molecular cluster, C5H27NO8 overall.

Last columns: bonded neighbours and bond lengths (Å).
Cartesian coordinates (Å):
1 C 1.131 3.226 0.893  C2 1.501, H7 1.085, H8 1.094, H9 1.096
2 C -0.362 3.097 0.971  C1 1.501, C3 1.544, H10 1.101, H11 1.102
3 C -0.905 1.762 0.415  C2 1.544, C4 1.525, H12 1.092, H13 1.089
4 C -0.156 0.480 0.763  C3 1.525, N6 1.464, H14 1.089, H15 1.092
5 C 0.323 -0.372 -1.409  N6 1.254, H16 1.077, H17 1.094
6 N -0.180 -0.552 -0.275  C4 1.464, C5 1.254
7 H 1.492 4.236 1.050  C1 1.085
8 H 1.681 2.574 1.578  C1 1.094
9 H 1.559 2.829 -0.036  C1 1.096
10 H -0.823 3.405 1.922  C2 1.101
11 H -0.878 3.941 0.485  C2 1.102
12 H -1.917 1.730 0.825  C3 1.092
13 H -1.119 1.890 -0.645  C3 1.089
14 H -0.574 0.026 1.660  C4 1.089
15 H 0.896 0.685 0.974  C4 1.092
16 H 0.056 -1.143 -2.112  C5 1.077
17 H 0.899 0.447 -1.851  C5 1.094
18 H -0.181 -2.963 -3.818  O20 0.964
19 H 1.274 -2.819 -3.518  O20 0.964
20 O 0.542 -3.431 -3.383  H18 0.964, H19 0.964
21 H 3.838 -1.988 0.027  O23 0.961
22 H 2.285 -1.777 0.175  O23 0.963
23 O 2.976 -2.225 -0.324  H21 0.961, H22 0.963
24 H -2.475 -0.088 0.009  O26 0.956
25 H -2.365 -1.553 0.463  O26 0.960
26 O -2.942 -0.921 0.026  H24 0.956, H25 0.960
27 H -3.842 -2.743 -1.984  O29 0.966
28 H -4.436 -1.551 -2.511  O29 0.968
29 O -3.817 -2.235 -2.805  H27 0.966, H28 0.968
30 H 0.736 -3.751 0.143  O32 0.966
31 H 2.216 -3.765 0.198  O32 0.982
32 O 1.443 -4.157 0.661  H30 0.966, H31 0.982
33 H 0.725 0.887 5.117  O35 0.962
34 H 0.113 1.633 3.856  O35 0.962
35 O 0.785 1.657 4.544  H33 0.962, H34 0.962
36 H -2.336 0.912 -3.420  O38 0.964
37 H -1.667 -0.232 -4.120  O38 0.965
38 O -1.482 0.652 -3.784  H36 0.964, H37 0.965
39 H 1.723 0.731 3.230  O41 0.976
40 H 3.232 0.829 3.321  O41 0.962
41 O 2.531 0.637 2.691  H39 0.976, H40 0.962

Values from the calculation:
- E_tot (a.u.) = -863.294601
- relative energy (zero: lowest compared OMol25 entry of this formula, charge and spin) (kJ/mol) = 257.78
- strongest force on any atom (eV Å⁻¹) = 1.59
- gap between HOMO and LUMO (eV) = 9.726
- net charge = 0
- E_HOMO (eV) = -9.526


ORCA calculation (ωB97M-V/def2-TZVPD) on a 9-piece molecular cluster, C5H27NO8S2 overall.

Last columns: bonded neighbours and bond lengths (Å).
Cartesian coordinates (Å):
1 C -1.288 1.088 1.790  C2 1.471, C4 1.523, H9 1.108, H10 1.160
2 C -1.239 0.770 3.225  C1 1.471, S3 1.915, H11 1.114, H12 1.166
3 S -2.109 -0.823 3.833  C2 1.915
4 C -0.342 0.274 0.918  C1 1.523, N5 1.457, H13 1.111, H14 1.067
5 N 0.151 1.221 -0.074  C4 1.457, C6 1.482, H15 1.021
6 C 0.813 0.571 -1.229  N5 1.482, C7 1.549, H16 1.095, H17 1.135
7 C 1.173 1.596 -2.333  C6 1.549, S8 1.835, H18 1.130, H19 1.131
8 S 2.018 0.759 -3.730  C7 1.835
9 H -2.362 1.251 1.578  C1 1.108
10 H -1.056 2.206 1.583  C1 1.160
11 H -0.144 0.797 3.431  C2 1.114
12 H -1.990 1.450 3.802  C2 1.166
13 H -0.790 -0.614 0.422  C4 1.111
14 H 0.379 -0.319 1.436  C4 1.067
15 H 0.796 1.943 0.249  N5 1.021
16 H 0.346 -0.303 -1.697  C6 1.095
17 H 1.785 0.084 -0.902  C6 1.135
18 H 0.292 2.097 -2.833  C7 1.130
19 H 1.757 2.417 -1.820  C7 1.131
20 H -1.285 -3.067 -2.036  O22 1.007
21 H -1.339 -2.673 -0.621  O22 0.916
22 O -0.841 -3.234 -1.147  H20 1.007, H21 0.916
23 H 2.064 -2.729 -0.810  O25 0.937
24 H 2.564 -1.447 -1.531  O25 0.954
25 O 2.680 -2.024 -0.779  H23 0.937, H24 0.954
26 H 3.300 1.500 1.240  O28 0.938
27 H 2.033 0.924 1.625  O28 1.002
28 O 2.635 1.684 1.877  H26 0.938, H27 1.002
29 H -2.379 1.386 -2.523  O31 0.982
30 H -1.131 0.948 -3.397  O31 1.028
31 O -2.137 0.786 -3.262  H29 0.982, H30 1.028
32 H -1.326 2.016 -0.843  O34 0.997
33 H -2.696 1.677 -0.295  O34 0.912
34 O -2.306 2.080 -1.014  H32 0.997, H33 0.912
35 H -3.368 -1.542 -1.673  O37 0.927
36 H -2.468 -0.804 -2.650  O37 1.031
37 O -2.790 -1.741 -2.369  H35 0.927, H36 1.031
38 H 3.728 -0.822 1.727  O40 1.044
39 H 3.337 -0.610 0.215  O40 0.992
40 O 4.106 -0.460 0.824  H38 1.044, H39 0.992
41 H -0.389 -2.897 2.487  O43 0.986
42 H -0.320 -2.430 3.990  O43 0.986
43 O 0.135 -2.987 3.317  H41 0.986, H42 0.986

Values from the calculation:
- E_tot (a.u.) = -1659.726580
- relative energy (zero: lowest compared OMol25 entry of this formula, charge and spin) (kJ/mol) = 0.00
- strongest force on any atom (eV Å⁻¹) = 3.70
- gap between HOMO and LUMO (eV) = 6.395
- net charge = -2
- E_HOMO (eV) = -1.352


ORCA calculation (ωB97M-V/def2-TZVPD) on a 8-piece molecular cluster, C5H28N2O7S overall.

Last columns: bonded neighbours and bond lengths (Å).
Cartesian coordinates (Å):
1 N -1.636 -1.749 0.005  C2 1.465, H9 1.006, H10 1.011
2 C -1.942 -0.371 0.398  N1 1.465, C3 1.505, C5 1.577, H11 1.088
3 C -2.180 0.499 -0.807  C2 1.505, S4 1.849, H12 1.093, H13 1.083
4 S -3.847 0.438 -1.606  C3 1.849, H14 1.333
5 C -0.715 0.211 1.199  C2 1.577, N6 1.471, H15 1.101, H16 1.104
6 N -0.506 1.667 1.210  C5 1.471, C7 1.471, C8 1.458
7 C -1.699 2.356 1.724  N6 1.471, H17 1.094, H18 1.082, H19 1.092
8 C 0.663 1.972 2.025  N6 1.458, H20 1.097, H21 1.095, H22 1.087
9 H -2.415 -2.361 0.185  N1 1.006
10 H -1.402 -1.753 -0.978  N1 1.011
11 H -2.629 -0.348 1.241  C2 1.088
12 H -1.434 0.338 -1.589  C3 1.093
13 H -2.116 1.569 -0.655  C3 1.083
14 H -4.586 0.040 -0.569  S4 1.333
15 H -0.731 -0.243 2.202  C5 1.101
16 H 0.164 -0.242 0.709  C5 1.104
17 H -1.575 3.442 1.694  C7 1.094
18 H -2.526 2.149 1.057  C7 1.082
19 H -1.904 2.051 2.752  C7 1.092
20 H 1.448 1.215 1.905  C8 1.097
21 H 1.145 2.880 1.649  C8 1.095
22 H 0.526 2.133 3.091  C8 1.087
23 H 2.117 -2.189 -0.917  O25 0.980
24 H 2.548 -3.682 -0.961  O25 0.962
25 O 2.092 -3.032 -0.418  H23 0.980, H24 0.962
26 H 1.848 2.096 -1.301  O28 0.962
27 H 0.831 1.510 -0.232  O28 0.976
28 O 1.063 1.553 -1.179  H26 0.962, H27 0.976
29 H 0.710 3.743 -2.514  O31 0.969
30 H 0.980 2.672 -3.329  O31 0.971
31 O 1.417 3.518 -3.137  H29 0.969, H30 0.971
32 H 1.568 -0.003 -1.727  O34 0.989
33 H 2.528 -0.659 -2.776  O34 0.963
34 O 2.049 -0.834 -1.960  H32 0.989, H33 0.963
35 H 3.913 -2.048 1.656  O37 0.964
36 H 2.768 -1.144 1.517  O37 0.966
37 O 3.552 -1.255 2.069  H35 0.964, H36 0.966
38 H 0.462 -1.628 -2.443  O40 0.975
39 H 0.087 -2.986 -1.876  O40 0.966
40 O -0.066 -2.422 -2.645  H38 0.975, H39 0.966
41 H 0.081 -3.706 1.446  O43 0.956
42 H -0.472 -2.287 1.740  O43 0.962
43 O -0.182 -3.109 2.146  H41 0.956, H42 0.962

Values from the calculation:
- E_tot (a.u.) = -1241.633925
- relative energy (zero: lowest compared OMol25 entry of this formula, charge and spin) (kJ/mol) = 79.16
- strongest force on any atom (eV Å⁻¹) = 1.89
- gap between HOMO and LUMO (eV) = 9.202
- net charge = 0
- E_HOMO (eV) = -9.182


ORCA calculation (ωB97M-V/def2-TZVPD) on a 8-piece molecular cluster, C5H29N2O7S overall.

Last columns: bonded neighbours and bond lengths (Å).
Cartesian coordinates (Å):
1 C 1.009 -1.455 -0.227  N2 1.507, C6 1.536, H9 1.088, H10 1.090
2 N 0.240 -1.178 1.039  C1 1.507, C3 1.489, H11 0.996
3 C 0.803 -1.943 2.185  N2 1.489, C4 1.606, H12 1.112, H13 1.068
4 C -0.510 -2.631 2.804  C3 1.606, S5 1.803, H14 1.119, H15 1.131
5 S -2.159 -1.952 2.536  C4 1.803, H16 1.406
6 C 0.041 -1.703 -1.394  C1 1.536, N7 1.543, C8 1.505, H17 1.162
7 N -0.539 -0.334 -1.808  C6 1.543, H18 1.031, H19 1.017, H20 1.040
8 C 0.529 -2.288 -2.692  C6 1.505, H21 1.114, H22 1.123, H23 1.134
9 H 1.549 -2.400 -0.226  C1 1.088
10 H 1.806 -0.726 -0.373  C1 1.090
11 H 0.055 -0.232 1.291  N2 0.996
12 H 1.416 -1.357 2.905  C3 1.112
13 H 1.439 -2.726 1.837  C3 1.068
14 H -0.441 -2.522 3.915  C4 1.119
15 H -0.483 -3.743 2.603  C4 1.131
16 H -2.458 -2.351 1.221  S5 1.406
17 H -0.797 -2.376 -0.952  C6 1.162
18 H -0.819 0.313 -1.055  N7 1.031
19 H -0.050 0.112 -2.581  N7 1.017
20 H -1.459 -0.608 -2.208  N7 1.040
21 H 1.365 -1.779 -3.224  C8 1.114
22 H 1.043 -3.287 -2.692  C8 1.123
23 H -0.387 -2.487 -3.328  C8 1.134
24 H -1.028 1.277 3.237  O26 0.955
25 H 0.577 1.108 3.470  O26 0.948
26 O -0.137 1.389 2.913  H24 0.955, H25 0.948
27 H -1.189 3.931 2.164  O29 0.982
28 H 0.169 3.301 1.910  O29 0.950
29 O -0.604 3.603 1.447  H27 0.982, H28 0.950
30 H -3.081 0.821 -1.923  O32 0.972
31 H -3.124 0.493 -3.532  O32 0.951
32 O -2.977 0.181 -2.646  H30 0.972, H31 0.951
33 H -0.342 3.315 -1.967  O35 0.979
34 H 0.296 2.479 -3.199  O35 0.957
35 O -0.027 2.450 -2.299  H33 0.979, H34 0.957
36 H 1.378 1.851 -0.652  O38 0.962
37 H 1.429 1.934 0.828  O38 0.973
38 O 1.989 2.096 0.049  H36 0.962, H37 0.973
39 H 4.352 -0.839 1.431  O41 0.958
40 H 3.198 -0.060 0.722  O41 0.956
41 O 4.125 -0.288 0.681  H39 0.958, H40 0.956
42 H -2.806 3.850 -0.838  O44 0.972
43 H -1.445 3.298 -0.285  O44 0.959
44 O -1.948 3.465 -1.085  H42 0.972, H43 0.959

Values from the calculation:
- E_tot (a.u.) = -1241.986017
- relative energy (zero: lowest compared OMol25 entry of this formula, charge and spin) (kJ/mol) = 320.69
- strongest force on any atom (eV Å⁻¹) = 3.50
- gap between HOMO and LUMO (eV) = 8.900
- net charge = +1
- E_HOMO (eV) = -11.735